DFT (ωB97M-V/def2-TZVPD) results for a cluster of 2 separate species, C3F3N2P in total.

The geometry in XYZ format:
```
9
Properties=species:S:1:pos:R:3:forces:R:3:mulliken_charge:R:1
C 0.256456 1.819530 0.277663 0.3 -1.2 0.4 0.378
C 1.516651 -1.128433 -0.466451 -2.0 4.2 4.2 -0.009
C -1.100665 -0.484614 0.533379 -1.3 -0.2 1.3 0.662
N 0.266777 2.673776 -0.480213 -0.1 1.0 -0.5 -0.258
N 1.830385 -1.963658 -1.161022 0.9 -2.1 -1.8 -0.321
F -1.269780 -0.136549 -0.700227 -0.2 0.5 -1.3 -0.167
F -1.113409 -1.816136 0.580902 0.5 0.3 0.5 -0.189
F -2.212224 -0.065014 1.243503 1.0 0.0 -0.3 -0.248
P 0.455635 0.383778 1.300476 0.8 -2.6 -2.4 0.152
```
Forces are in eV/Å.

Results
LUMO energy: -3.386 eV
ΔE to the lowest compared entry with this formula, charge and spin: 49.1 kJ/mol
HOMO-LUMO gap: 8.7 eV
2S+1: 1